ORCA calculation (ωB97M-V/def2-TZVPD) on a 2-piece molecular cluster, C4H10NO overall in a non-equilibrium geometry.

Atoms and positions in Å:
N (-0.853, -0.556, -1.258)
H (1.327, -3.151, -1.693)
C (0.888, -2.247, -1.301)
H (-0.257, 3.405, 1.442)
H (-0.584, -0.438, -0.258)
C (0.456, 1.628, 1.217)
H (1.278, 2.048, 0.639)
H (1.380, -0.291, 1.499)
C (-0.302, -1.854, -1.715)
H (-1.876, -0.460, -1.223)
H (-0.548, 0.240, -1.833)
O (-0.485, 2.445, 1.538)
C (0.480, 0.296, 1.630)
H (1.433, -1.618, -0.602)
H (-0.347, -0.073, 2.234)
H (-0.912, -2.403, -2.420)

As for the multiplicity: 2. The calculation puts the energy at -7826.3702 eV. The frontier orbital gap (alpha / beta) comes out at 9.96 / 6.22 eV. Its total charge is +2. As for the max |F|: 1.8 eV Å⁻¹. The calculation puts the HOMO energy (alpha / beta) at -19.1 / -19.1 eV.